{
  "formula": "C24H44P2Pb",
  "method": "ωB97M-V with the def2-TZVPD basis set",
  "gap_ha": [0.221, 0.220],
  "total_charge": 2,
  "lumo_energy_ev": [-7.6, -7.6],
  "relative_energy_kcal_mol": 0.0,
  "energy_ha": -1815.7472,
  "species": ["Pb", "C", "C", "C", "C", "C", "C", "H", "H", "H", "C", "H", "H", "H", "C", "H", "H", "H", "C", "H", "H", "H", "C", "H", "H", "H", "C", "C", "C", "C", "C", "C", "C", "C", "H", "H", "H", "H", "H", "H", "H", "H", "H", "H", "H", "H", "P", "C", "C", "P", "C", "C", "C", "H", "H", "H", "H", "H", "H", "H", "H", "H", "H", "H", "H", "H", "H", "C", "H", "H", "H"],
  "coordinates": [[3.558, 1.811, -1.310], [-1.483, -0.746, 3.829], [-1.070, -1.698, 2.866], [0.790, -1.020, 4.027], [-0.329, -0.329, 4.554], [0.333, -1.853, 2.978], [-2.869, -0.317, 4.068], [-3.338, -0.040, 3.113], [-2.888, 0.553, 4.733], [-3.469, -1.121, 4.528], [-0.308, 0.595, 5.700], [-1.268, 1.120, 5.769], [0.497, 1.342, 5.611], [-0.153, 0.049, 6.645], [2.178, -0.936, 4.518], [2.178, -0.621, 5.568], [2.772, -0.213, 3.938], [2.675, -1.914, 4.441], [1.148, -2.802, 2.194], [1.002, -3.837, 2.552], [2.220, -2.568, 2.265], [0.851, -2.776, 1.133], [-1.936, -2.422, 1.924], [-1.640, -3.477, 1.847], [-1.862, -1.982, 0.918], [-2.979, -2.363, 2.250], [-2.269, 1.678, 1.055], [-3.466, 1.062, 1.019], [-4.029, 0.128, -0.008], [-3.331, -0.085, -1.375], [-2.106, -0.911, -1.235], [-0.862, -0.525, -0.868], [-0.371, 0.770, -0.298], [-1.390, 1.915, -0.133], [-5.063, 0.453, -0.179], [-3.125, 0.860, -1.876], [-4.134, -0.877, 0.436], [-1.991, 2.040, -1.045], [-1.945, 2.136, 1.999], [-4.169, 1.343, 1.821], [-0.833, 2.860, 0.030], [0.094, 0.590, 0.689], [-0.054, -1.231, -1.089], [0.474, 1.121, -0.937], [-4.032, -0.623, -2.033], [-2.247, -1.976, -1.451], [0.797, 1.848, -3.194], [0.362, 3.447, -4.007], [-0.394, 0.846, -4.225], [3.249, 0.136, -3.237], [2.305, 1.432, -4.170], [2.287, -1.416, -3.437], [4.666, -0.054, -4.367], [1.149, 4.198, -3.856], [-0.556, 3.784, -3.507], [0.159, 3.346, -5.084], [-0.268, 1.079, -5.291], [-1.409, 1.124, -3.920], [-0.275, -0.231, -4.076], [4.296, 0.093, -5.393], [5.079, -1.070, -4.253], [5.416, 0.718, -4.122], [2.926, 2.346, -4.242], [2.041, 1.081, -5.183], [2.999, -2.252, -3.554], [1.668, -1.326, -4.340], [1.640, -1.603, -2.564], [3.074, 0.034, 0.019], [4.004, -0.281, 0.500], [2.628, -0.826, -0.477], [2.393, 0.383, 0.797]],
  "lowdin_charge": [1.088, -0.107, -0.112, -0.140, -0.120, -0.136, 0.010, 0.062, 0.090, 0.126, 0.005, 0.083, 0.111, 0.123, 0.004, 0.097, 0.109, 0.101, 0.001, 0.120, 0.088, 0.091, 0.019, 0.113, 0.071, 0.098, -0.102, -0.122, -0.168, -0.185, -0.118, -0.130, -0.247, -0.187, 0.121, 0.094, 0.112, 0.099, 0.111, 0.115, 0.124, 0.099, 0.083, -0.019, 0.125, 0.118, 0.813, -0.270, -0.248, 0.631, -0.619, -0.215, -0.247, 0.049, 0.045, 0.061, 0.057, 0.044, 0.027, 0.063, 0.060, 0.056, 0.050, 0.071, 0.065, 0.054, 0.026, -0.401, -0.011, -0.036, -0.043]
}

***

{
  "formula": "C24H45AgNO2",
  "method": "ωB97M-V with the def2-TZVPD basis set",
  "gap_ha": 0.206,
  "total_charge": 1,
  "lumo_energy_ev": -5.8,
  "energy_ha": -1293.0267,
  "species": ["C", "C", "C", "C", "C", "C", "O", "O", "C", "C", "C", "C", "C", "C", "C", "C", "C", "C", "C", "C", "C", "C", "C", "N", "C", "C", "C", "H", "H", "H", "H", "H", "H", "H", "H", "H", "H", "H", "H", "H", "H", "H", "H", "H", "H", "H", "H", "H", "H", "H", "H", "H", "H", "H", "H", "H", "H", "H", "H", "H", "H", "H", "H", "H", "H", "H", "H", "H", "H", "H", "H", "H", "Ag"],
  "coordinates": [[-6.407, 4.014, 1.040], [-5.527, 4.214, 0.067], [-4.278, 4.355, -0.946], [-3.078, 5.282, -0.376], [-2.383, 4.704, 0.968], [-1.256, 3.589, 0.667], [-0.892, 3.475, -0.583], [-0.597, 2.772, 1.637], [-1.337, 1.501, 1.861], [-1.430, 0.572, 0.538], [-2.769, 0.771, -0.346], [-0.387, 0.672, 2.922], [0.948, 0.084, 2.159], [2.120, -0.332, 3.210], [3.422, -1.025, 2.479], [3.205, -1.303, 0.902], [4.409, -2.122, 0.189], [3.824, -2.591, -1.273], [4.953, -3.216, -2.249], [4.587, -2.700, -3.764], [5.304, -3.577, -4.923], [4.819, -5.137, -4.957], [3.219, -5.315, -5.173], [-2.654, 1.889, 2.448], [-3.456, 0.720, 2.936], [-4.938, 0.652, 2.218], [-6.087, 0.495, 3.345], [-7.107, 3.760, 1.921], [-4.692, 4.904, -1.889], [-3.914, 3.319, -1.346], [-2.334, 5.463, -1.236], [-3.562, 6.318, -0.137], [-3.252, 4.272, 1.613], [-1.950, 5.585, 1.603], [-0.498, 0.807, -0.106], [-1.357, -0.566, 0.783], [-3.324, 1.748, -0.066], [-3.478, -0.139, -0.361], [-2.415, 0.925, -1.449], [-0.100, 1.428, 3.754], [-0.912, -0.246, 3.368], [1.328, 0.795, 1.328], [0.587, -0.923, 1.687], [2.467, 0.656, 3.725], [1.761, -1.102, 4.007], [3.681, -2.042, 2.992], [4.278, -0.250, 2.574], [2.975, -0.354, 0.291], [2.262, -1.990, 0.818], [5.366, -1.478, 0.061], [4.624, -3.113, 0.766], [2.920, -3.314, -1.111], [3.364, -1.646, -1.783], [6.022, -2.919, -1.928], [4.827, -4.373, -2.204], [3.441, -2.831, -3.880], [4.838, -1.570, -3.834], [5.031, -3.109, -5.942], [6.469, -3.569, -4.857], [5.134, -5.640, -3.971], [5.328, -5.631, -5.882], [2.633, -4.324, -5.215], [2.828, -5.924, -4.259], [2.986, -5.925, -6.119], [-2.542, 2.595, 3.212], [-2.978, -0.312, 2.733], [-3.657, 0.855, 4.072], [-5.108, 1.522, 1.475], [-4.987, -0.320, 1.569], [-6.162, -0.611, 3.704], [-5.803, 1.101, 4.299], [-7.118, 0.785, 2.919], [-1.233, 4.937, -2.696]],
  "lowdin_charge": [0.086, -0.096, -0.206, -0.203, -0.071, -0.261, -0.052, -0.005, -0.424, -0.147, -0.107, -0.098, -0.215, -0.195, -0.199, -0.256, -0.208, -0.239, -0.201, -0.221, -0.226, -0.254, -0.138, -0.019, -0.190, -0.235, -0.143, 0.069, 0.117, 0.104, 0.018, 0.144, 0.122, 0.148, 0.121, 0.127, 0.045, 0.086, 0.082, 0.130, 0.119, 0.116, 0.103, 0.113, 0.117, 0.119, 0.110, 0.108, 0.110, 0.118, 0.122, 0.120, 0.104, 0.115, 0.106, 0.093, 0.114, 0.105, 0.114, 0.090, 0.108, 0.062, 0.078, 0.070, 0.136, 0.121, 0.124, 0.073, 0.102, 0.086, 0.075, 0.072, 0.888]
}

***

{
  "formula": "C24H45AsBClN4PbS2Si3",
  "method": "ωB97M-V with the def2-TZVPD basis set",
  "gap_ha": 0.242,
  "total_charge": 2,
  "lumo_energy_ev": -6.6,
  "energy_ha": -5738.7020,
  "species": ["Pb", "C", "N", "C", "C", "N", "B", "N", "C", "C", "N", "C", "C", "S", "C", "S", "H", "H", "H", "H", "H", "H", "H", "H", "H", "H", "H", "H", "C", "Si", "C", "C", "As", "Si", "C", "C", "C", "Si", "C", "C", "C", "H", "H", "H", "H", "H", "H", "H", "H", "H", "H", "H", "H", "H", "H", "H", "H", "H", "H", "H", "H", "H", "H", "H", "H", "H", "H", "H", "Cl", "C", "C", "C", "C", "C", "C", "C", "H", "H", "H", "H", "H", "H"],
  "coordinates": [[-18.178, -7.427, 5.751], [-18.375, -8.203, 0.699], [-18.366, -6.917, 1.318], [-17.940, -5.676, 0.749], [-18.176, -4.736, 1.666], [-18.679, -5.375, 2.824], [-19.220, -4.629, 4.058], [-18.191, -3.773, 4.792], [-18.377, -2.419, 5.224], [-17.397, -2.071, 6.059], [-16.553, -3.177, 6.175], [-15.301, -3.189, 6.911], [-17.141, -4.196, 5.436], [-16.362, -5.773, 5.377], [-18.773, -6.671, 2.584], [-19.487, -7.847, 3.609], [-19.391, -8.574, 0.643], [-17.766, -8.955, 1.259], [-17.975, -8.063, -0.326], [-17.539, -5.651, -0.245], [-17.955, -3.675, 1.673], [-20.019, -3.792, 3.637], [-19.682, -5.478, 4.787], [-19.223, -1.817, 4.912], [-17.093, -1.083, 6.463], [-15.468, -2.824, 7.894], [-14.485, -2.562, 6.470], [-14.948, -4.214, 6.961], [-18.708, -4.328, 9.112], [-19.141, -6.084, 9.423], [-20.073, -6.398, 11.004], [-17.618, -7.081, 9.538], [-20.181, -7.038, 7.477], [-21.125, -9.344, 7.583], [-22.847, -9.501, 8.231], [-20.081, -10.379, 8.716], [-20.977, -9.831, 5.789], [-22.005, -5.493, 6.546], [-22.704, -6.309, 5.026], [-21.461, -3.746, 6.604], [-23.214, -5.781, 7.910], [-18.227, -3.922, 9.988], [-19.578, -3.622, 9.021], [-18.060, -4.070, 8.261], [-19.451, -6.019, 11.843], [-20.176, -7.497, 11.224], [-21.102, -5.958, 11.024], [-17.317, -7.123, 10.640], [-16.730, -6.609, 9.059], [-17.794, -8.142, 9.194], [-23.057, -9.077, 9.224], [-23.033, -10.571, 8.377], [-23.678, -9.146, 7.614], [-20.060, -9.987, 9.690], [-19.045, -10.607, 8.398], [-20.605, -11.438, 8.876], [-21.366, -9.052, 5.077], [-21.566, -10.743, 5.564], [-19.915, -10.012, 5.569], [-22.160, -6.178, 4.067], [-23.749, -5.884, 4.912], [-22.855, -7.369, 5.208], [-21.742, -3.186, 5.698], [-20.389, -3.616, 6.740], [-22.056, -3.227, 7.341], [-23.569, -6.774, 7.884], [-24.177, -5.276, 7.717], [-22.951, -5.683, 8.963], [-11.080, -7.129, 6.305], [-12.704, -7.779, 6.325], [-13.347, -7.886, 5.136], [-14.672, -8.314, 5.049], [-15.334, -8.667, 6.209], [-16.766, -9.189, 6.132], [-14.662, -8.477, 7.449], [-13.344, -8.068, 7.500], [-12.761, -7.691, 4.190], [-15.187, -8.519, 4.093], [-17.075, -9.768, 7.000], [-16.897, -9.840, 5.260], [-15.243, -8.659, 8.337], [-12.886, -7.904, 8.439]],
  "lowdin_charge": [0.769, -0.035, -0.105, 0.023, -0.001, -0.004, -0.553, 0.026, -0.025, -0.023, -0.107, -0.015, -0.624, 0.747, -0.691, 0.694, 0.092, 0.109, 0.114, 0.133, 0.141, 0.115, -0.010, 0.136, 0.159, 0.086, 0.125, 0.058, -0.198, 0.249, -0.200, -0.252, 0.816, 0.343, -0.205, -0.210, -0.254, 0.403, -0.191, -0.196, -0.219, 0.044, 0.056, 0.022, 0.056, 0.052, 0.042, 0.077, 0.042, 0.033, 0.050, 0.051, 0.038, -0.001, 0.030, 0.107, -0.007, 0.066, 0.005, 0.036, 0.075, 0.014, 0.057, 0.004, 0.045, -0.012, 0.067, 0.041, 0.701, -0.657, -0.115, -0.125, -0.372, -0.223, -0.028, -0.079, 0.137, 0.129, 0.047, 0.064, 0.102, 0.109]
}